Density functional theory data (wB97M-V/def2-TZVPD) for a structure of composition C98H216F6NO4P6S2.

```
333
Properties=species:S:1:pos:R:3:forces:R:3:lowdin_charge:R:1
C -3.0660 -3.8777 -6.3262 -0.1 0.0 0.6 -0.0988
C -3.3556 -4.7732 -5.1205 2.3 -0.2 0.0 -0.2328
C -2.6102 -6.1591 -5.1162 -0.7 0.9 -0.1 -0.2352
C -1.1220 -6.1369 -5.3969 0.7 1.9 0.2 -0.2846
P -0.2381 -7.6913 -5.4513 -0.1 -0.3 -0.6 0.9990
C 1.5006 -7.3149 -5.2897 0.9 0.4 0.2 -0.2592
C 1.9388 -6.1259 -6.1160 -0.6 1.3 -1.7 -0.2585
C 1.9033 -6.2448 -7.6602 1.6 -0.5 0.1 -0.2658
C 2.5384 -4.9943 -8.3504 -0.8 0.2 0.4 -0.0888
C -0.5843 -8.6061 -7.0054 -0.6 -0.3 1.4 -0.2462
C 0.1108 -9.9920 -6.9935 2.0 1.1 -1.0 -0.2444
C 0.0513 -10.5812 -8.4136 -0.6 -1.3 0.3 -0.2606
C 0.7150 -9.7852 -9.5445 -0.7 0.9 1.0 -0.0884
C -0.8740 -8.6733 -4.0863 1.0 -0.2 -0.7 -0.2992
C -0.7222 -8.1363 -2.6828 0.2 0.4 1.3 -0.2377
C -1.6265 -9.0867 -1.8661 0.0 -0.1 0.3 -0.2720
C -1.6563 -8.8359 -0.3664 -0.4 -2.3 -0.6 -0.0943
H -2.1115 -3.3167 -6.2068 -0.3 -0.8 -0.6 0.0944
H -3.8099 -3.1094 -6.2122 -0.4 0.5 -0.6 0.0281
H -3.2401 -4.4186 -7.2672 0.5 0.5 0.1 0.0941
H -4.4010 -5.0180 -5.0855 -0.5 0.1 0.3 0.1074
H -3.0174 -4.1624 -4.2503 -0.6 -0.7 -0.2 0.0939
H -3.0214 -6.7521 -5.9114 -0.7 -0.4 -0.4 0.1049
H -2.8982 -6.6138 -4.1793 0.3 -0.4 0.3 0.0927
H -0.5546 -5.5671 -4.5999 -0.6 -0.2 -0.8 0.1236
H -0.9797 -5.6000 -6.3836 0.1 -0.5 1.1 0.1195
H 2.0553 -8.1685 -5.6405 0.2 -0.7 0.2 0.0875
H 1.8040 -7.0805 -4.2511 -0.5 -0.5 -0.3 0.1141
H 2.9370 -5.7722 -5.8985 0.2 -0.1 0.7 0.1144
H 1.2284 -5.3087 -5.9293 0.5 0.2 0.3 0.0913
H 0.8987 -6.3474 -7.9256 -1.7 -0.1 -0.8 0.0470
H 2.4131 -7.1889 -8.0051 -0.3 0.9 0.3 0.1271
H 3.6127 -5.1458 -8.2421 0.1 0.3 -0.5 0.0658
H 2.2914 -4.0561 -7.7445 0.1 -1.1 -1.0 0.0898
H 2.2177 -4.8611 -9.4459 0.6 -0.3 1.8 0.1031
H -0.3864 -8.0171 -7.9131 0.0 -0.2 0.6 0.0760
H -1.6818 -8.7687 -6.9127 0.4 0.1 -0.4 0.1128
H -0.3084 -10.6793 -6.2526 0.0 0.2 -0.2 0.1065
H 1.2413 -9.8760 -6.7917 -1.6 0.0 0.1 0.1282
H -1.0233 -10.8512 -8.5979 0.9 0.3 -0.3 0.1285
H 0.5950 -11.5328 -8.3260 -0.3 0.0 -0.2 0.1136
H 0.3376 -8.7480 -9.5713 0.1 -0.3 -0.2 0.0607
H 0.5130 -10.2138 -10.5074 -0.1 -0.3 -0.4 0.0754
H 1.7867 -9.7221 -9.3983 0.3 -0.1 0.0 0.0753
H -0.5154 -9.7251 -4.1340 -0.1 0.7 -0.1 0.1195
H -1.9165 -8.6676 -4.3433 -0.8 -0.4 0.0 0.0858
H -1.1127 -7.0866 -2.5286 0.5 -0.9 -0.5 0.1137
H 0.3637 -8.1583 -2.3140 -1.5 0.0 -0.5 0.1392
H -1.3036 -10.1215 -2.0845 -0.1 0.4 0.2 0.1196
H -2.6626 -9.0131 -2.2044 0.1 0.0 -0.4 0.1143
H -2.1081 -9.7180 0.1364 0.3 0.5 -0.3 0.0948
H -2.2566 -8.0128 -0.0983 -0.4 1.3 0.3 0.0507
H -0.6521 -8.7817 -0.0467 1.1 0.4 0.9 0.0555
C 6.2221 -6.0170 9.6275 0.1 -0.3 0.0 -0.1071
C 6.1971 -7.4212 8.9663 -2.0 0.9 -0.2 -0.2620
C 6.2217 -7.2060 7.4368 -0.4 1.0 0.2 -0.2772
C 6.2792 -8.4752 6.5703 -0.3 1.7 -1.0 -0.2231
P 5.1022 -8.4428 5.1397 1.5 -0.4 0.5 1.0196
C 5.5672 -9.7487 3.9614 0.1 -0.2 0.6 -0.2597
C 6.8567 -9.4147 3.1529 -1.1 1.1 0.5 -0.2254
C 7.1569 -10.4967 2.1479 2.2 -0.6 0.7 -0.3031
C 6.4049 -10.4818 0.8869 -1.0 0.5 -1.0 -0.1166
C 3.5081 -8.8819 5.7761 -0.4 -1.1 1.3 -0.2843
C 2.9134 -8.0080 6.8896 -0.1 0.8 -1.7 -0.2530
C 2.1314 -8.7533 7.9189 -1.2 0.2 2.0 -0.2534
C 0.9487 -9.6228 7.5026 0.7 2.0 -1.5 -0.0847
C 5.1612 -6.8388 4.2754 -1.5 1.0 1.3 -0.2392
C 3.9238 -6.5947 3.3789 -0.1 0.1 -0.3 -0.2379
C 4.0406 -5.5914 2.1872 0.1 0.4 1.1 -0.2388
C 4.9722 -6.0990 1.0904 0.5 0.6 -0.1 -0.1084
H 5.3883 -5.4131 9.1342 1.0 -0.6 1.1 0.0913
H 7.1984 -5.5325 9.4165 -0.6 -0.1 0.1 0.0776
H 6.1296 -6.1276 10.7451 -0.2 0.4 -1.2 0.0928
H 5.2341 -7.8875 9.3209 0.9 0.0 -0.6 0.1150
H 7.0033 -8.0674 9.2525 0.5 -0.2 0.3 0.1052
H 7.1316 -6.6086 7.2829 -0.2 -0.1 -0.3 0.1183
H 5.3690 -6.5294 7.1122 0.9 -0.7 0.6 0.0907
H 6.0923 -9.3319 7.1456 -0.6 -1.4 0.7 0.0857
H 7.2896 -8.5852 6.2302 0.5 -0.2 -0.6 0.0893
H 4.6529 -9.9939 3.4167 0.2 0.2 -0.5 0.0925
H 5.7446 -10.6720 4.5699 0.0 0.7 -0.3 0.1255
H 7.6001 -9.2485 3.9467 0.3 -0.4 -0.5 0.1089
H 6.7918 -8.4088 2.6373 -0.2 -1.1 0.3 0.1100
H 7.1219 -11.4978 2.5769 -0.3 0.0 0.4 0.1218
H 8.2022 -10.4350 1.8547 0.4 0.3 0.2 0.1176
H 6.4973 -9.5111 0.3821 0.1 -0.1 0.0 0.0773
H 5.3449 -10.6057 1.1036 -0.2 -0.3 -0.4 0.0702
H 6.7992 -11.2539 0.2126 -0.5 0.2 0.2 0.0951
H 3.5830 -9.8891 6.2611 0.4 0.4 -0.9 0.1302
H 2.8367 -8.9656 4.9401 -0.4 -0.2 -0.4 0.0918
H 2.3345 -7.2457 6.3043 0.3 -0.2 1.2 0.1337
H 3.7103 -7.5630 7.4558 0.3 0.7 0.0 0.0674
H 1.7729 -7.9415 8.6439 0.4 -1.3 -0.7 0.1421
H 2.8060 -9.4174 8.5122 -0.2 0.6 -0.4 0.1260
H 0.0487 -9.1164 7.2298 -0.4 1.1 -0.4 0.0748
H 0.6083 -10.2065 8.2550 -0.6 -2.0 2.7 0.0429
H 1.1532 -10.2582 6.6854 0.6 -0.9 -1.0 0.0597
H 6.0835 -6.7652 3.7698 1.1 -0.2 -0.9 0.0657
H 5.2188 -6.0226 5.0239 -0.1 -0.5 -0.1 0.1052
H 3.0935 -6.2161 3.9492 -0.1 0.2 0.8 0.0969
H 3.5548 -7.5745 3.0939 -0.1 -0.2 -0.9 0.0917
H 4.4981 -4.6501 2.5989 -0.5 -0.7 -0.3 0.1197
H 2.9763 -5.2995 1.9220 1.3 -0.6 -0.2 0.1207
H 6.0260 -6.0439 1.4112 -0.3 -0.2 0.3 0.0740
H 5.0147 -5.4455 0.2111 -0.5 -0.3 0.0 0.0654
H 4.7755 -7.1309 0.8232 -0.2 -0.1 -0.3 0.0665
C 0.2365 10.2687 -1.9869 -0.3 0.7 1.0 -0.1081
C 0.7121 11.4241 -2.8681 -1.0 0.0 -0.1 -0.2773
C 1.5552 10.8881 -3.9735 1.6 -1.2 -0.3 -0.3048
C 1.9875 12.0371 -4.8834 1.0 -0.5 -0.2 -0.2531
P 2.5739 11.5290 -6.5395 -0.5 0.3 1.0 1.0065
C 3.5290 12.9039 -7.2019 -1.1 1.0 0.2 -0.2857
C 4.8339 13.1858 -6.4593 0.0 0.8 0.4 -0.2392
C 5.5016 14.5446 -6.7892 -1.4 -0.3 -0.2 -0.2492
C 5.6996 14.7866 -8.2675 -1.3 -0.6 -0.9 -0.1004
C 3.5424 10.0330 -6.2794 0.9 -0.7 0.1 -0.2695
C 3.9995 9.4732 -7.6529 -1.0 0.2 0.6 -0.2628
C 4.7453 8.1469 -7.6690 1.9 -0.7 0.2 -0.2561
C 4.6164 7.4934 -9.0836 0.0 0.7 1.9 -0.0893
C 1.0979 11.2648 -7.5642 -0.1 2.3 0.2 -0.2965
C 0.1511 10.2409 -7.0535 -2.1 -1.5 -1.0 -0.2521
C -0.9826 10.0090 -8.1496 -1.4 0.0 2.6 -0.2407
C -1.7476 11.2477 -8.6181 3.2 0.9 -1.3 -0.1073
H -0.3407 9.4588 -2.4523 0.2 0.4 -0.3 0.0764
H -0.3635 10.6859 -1.1621 0.1 -0.3 -0.2 0.0801
H 1.1246 9.8354 -1.5207 -0.1 -0.2 0.0 0.0739
H 1.2995 12.1192 -2.2403 -0.4 -0.1 -0.3 0.1292
H -0.1174 11.9914 -3.3859 0.5 -0.5 1.0 0.1326
H 1.0225 10.0774 -4.5076 0.0 0.6 0.0 0.0967
H 2.4394 10.3236 -3.5682 -0.5 0.7 -0.2 0.1297
H 2.7260 12.7142 -4.4182 0.0 -0.6 -0.1 0.1099
H 1.1417 12.6642 -4.9969 -1.0 0.7 -0.6 0.0831
H 2.7992 13.7486 -7.0511 0.5 -0.5 -0.4 0.1288
H 3.6620 12.7613 -8.2836 0.0 0.1 0.3 0.1052
H 5.4712 12.4530 -6.8702 1.2 -1.3 0.3 0.0871
H 4.7146 13.1095 -5.3444 0.2 -0.2 -1.1 0.1216
H 6.4428 14.6387 -6.3079 0.9 -0.3 0.7 0.1021
H 4.8735 15.2849 -6.3298 -0.3 0.8 0.0 0.1043
H 4.7209 14.7503 -8.8437 1.1 0.4 0.7 0.0905
H 6.2795 13.9691 -8.6846 0.3 -0.2 -0.1 0.0743
H 6.2435 15.6993 -8.4895 -0.2 0.2 0.0 0.0815
H 2.9831 9.2666 -5.7051 0.0 0.5 -0.4 0.1004
H 4.4008 10.2994 -5.6166 -0.5 0.0 -0.5 0.1192
H 4.5273 10.2959 -8.1517 0.2 -0.5 -0.2 0.1148
H 3.0588 9.3159 -8.2068 0.3 0.1 -0.1 0.0989
H 4.3989 7.3603 -6.9677 -0.4 0.9 0.0 0.1044
H 5.8484 8.2863 -7.3318 -1.7 -0.1 -0.8 0.1388
H 3.5737 7.5338 -9.3348 -0.6 -0.3 -0.2 0.0593
H 4.9445 6.4605 -9.0202 0.3 0.1 -0.5 0.0762
H 5.1030 8.1333 -9.7805 0.8 0.0 -0.9 0.0674
H 1.3281 11.0996 -8.5958 0.7 -0.4 -0.7 0.0956
H 0.5626 12.2918 -7.6568 0.9 -1.5 0.6 0.1425
H -0.3501 10.5464 -6.1544 -0.2 0.4 0.5 0.0934
H 0.5751 9.2460 -6.8064 0.2 0.6 -0.3 0.1169
H -1.8341 9.4378 -7.7055 1.1 -0.4 0.0 0.1144
H -0.5644 9.4211 -8.9385 0.1 -0.1 -0.8 0.0974
H -2.1923 11.9019 -7.8603 0.2 -0.4 0.0 0.0889
H -2.4514 10.9293 -9.3404 -1.1 -0.2 -0.5 0.0607
H -0.9698 11.8081 -9.2419 -1.3 0.1 0.8 0.0893
C 4.4824 1.7286 3.6018 -0.2 0.3 0.7 -0.0981
C 5.5039 2.4140 2.6882 0.2 -0.1 0.8 -0.2752
C 5.0820 2.3551 1.2483 0.2 -0.6 -0.9 -0.2422
C 5.4204 0.9333 0.7211 -0.1 0.5 0.2 -0.2593
P 5.6331 0.8289 -1.0383 0.7 0.7 -0.8 0.9455
C 4.2745 1.6917 -1.7685 -3.1 0.8 1.7 -0.2914
C 4.0469 1.7323 -3.2908 0.3 1.7 0.2 -0.1862
C 2.9294 2.7396 -3.7596 1.6 0.2 -0.2 -0.2528
C 1.6721 2.4254 -3.0716 -1.2 -0.3 -0.3 -0.1360
C 5.8827 -0.8614 -1.5842 -0.9 -0.7 1.7 -0.2735
C 6.7951 -1.1626 -2.7522 0.9 0.8 -1.1 -0.2259
C 6.9975 -2.6890 -3.1193 -0.7 1.4 2.0 -0.2123
C 5.7016 -3.4219 -3.4400 0.8 -1.7 0.7 -0.1064
C 7.0259 1.8192 -1.5102 1.9 0.0 0.7 -0.2493
C 8.3960 1.3212 -0.7964 -0.6 1.1 -2.9 -0.1933
C 9.6118 2.1543 -1.2110 0.5 0.3 0.5 -0.2588
C 9.3391 3.6371 -1.2506 -1.9 0.9 -0.7 -0.1258
H 4.5844 0.6538 3.4606 -0.3 -0.2 0.2 0.0599
H 3.4339 2.0297 3.3027 1.1 -0.3 0.5 0.0868
H 4.6562 1.9580 4.7071 -0.3 -0.3 -1.6 0.1029
H 6.5532 2.0593 2.8874 -1.0 0.2 -0.4 0.1334
H 5.5002 3.4441 2.9064 0.2 1.4 0.7 0.0911
H 5.5136 3.1563 0.6382 0.5 -0.2 0.2 0.1027
H 4.0076 2.5759 1.1655 0.1 -0.4 0.1 0.1150
H 4.6350 0.2898 1.0561 -0.6 -0.7 -0.1 0.0770
H 6.3280 0.5454 1.1909 0.1 0.2 -0.1 0.1053
H 4.3284 2.7223 -1.2925 0.4 -0.8 -1.0 0.1227
H 3.3600 1.3653 -1.1675 0.8 -0.2 -1.1 0.0904
H 3.8023 0.7608 -3.6992 0.2 -0.4 0.0 0.1060
H 5.0121 2.1190 -3.6222 0.0 -0.4 -0.9 0.0964
H 2.7311 2.6730 -4.8175 0.6 -0.4 -0.6 0.1032
H 3.2309 3.7897 -3.6280 0.1 -0.3 0.3 0.1150
H 0.7933 2.8436 -3.5998 0.3 -0.3 0.3 0.0803
H 1.6977 2.8368 -2.0879 -0.3 -0.1 0.8 0.0544
H 1.6165 1.3252 -3.0462 -0.6 0.4 0.3 0.0707
H 4.8165 -1.1389 -1.6642 0.3 -0.6 -0.6 0.0815
H 6.2060 -1.3770 -0.6495 0.0 0.1 -0.5 0.1179
H 7.7956 -0.6730 -2.5496 -0.9 -0.8 -0.1 0.1075
H 6.4296 -0.5577 -3.6084 0.0 -0.6 0.1 0.1164
H 7.4253 -3.1191 -2.1881 -0.1 0.0 -0.6 0.1130
H 7.7615 -2.7430 -3.8786 0.0 -0.2 -0.4 0.1047
H 5.1864 -3.0768 -4.2865 -0.6 0.8 -1.3 0.0544
H 4.9632 -3.4829 -2.6429 0.1 0.5 0.4 0.0555
H 5.9283 -4.4887 -3.6259 0.1 0.4 -0.1 0.0819
H 6.8182 2.8827 -1.2376 0.2 -0.9 0.0 0.0957
H 7.0686 1.8177 -2.6100 0.2 -0.2 0.3 0.1020
H 8.6291 0.2699 -0.8838 -0.3 -0.4 -0.4 0.0970
H 8.3094 1.4971 0.2115 -0.6 0.5 2.6 0.0667
H 10.0661 1.8908 -2.1608 -0.1 -0.5 -0.1 0.1121
H 10.3683 2.0116 -0.4313 0.1 -0.3 -0.2 0.1172
H 10.2200 4.2499 -1.2461 0.6 0.1 -0.2 0.0700
H 8.7467 4.0069 -0.3882 0.2 -0.4 -0.3 0.0822
H 8.7325 3.8977 -2.1796 0.8 -0.1 1.1 0.0938
C -7.1151 -1.8571 12.5477 1.5 0.9 -0.5 -0.0891
C -7.9602 -1.0281 11.6429 -0.5 0.5 -1.4 -0.2907
C -8.2808 0.3142 12.2544 0.1 0.8 0.0 -0.2325
C -9.2489 1.1013 11.3318 -0.9 -0.5 2.7 -0.2653
P -9.2185 2.8621 11.2661 -0.2 1.6 1.2 0.9460
C -10.5908 3.3907 10.2443 -0.7 -1.5 -1.0 -0.2629
C -10.6902 4.6856 9.3468 -2.0 -2.1 2.1 -0.1854
C -11.9669 4.5523 8.4644 2.7 1.0 -0.8 -0.2910
C -13.2167 4.5556 9.2002 -0.8 -0.1 2.1 -0.1222
C -7.6626 3.5533 10.7968 1.8 -0.1 0.3 -0.2898
C -7.0492 3.0667 9.4738 -1.6 -0.9 -1.7 -0.2765
C -5.8116 3.8311 9.1630 2.8 -1.3 -0.3 -0.2613
C -5.1737 3.7875 7.6914 -0.3 -0.5 2.2 -0.0654
C -9.4541 3.5558 12.9123 -0.7 0.4 1.2 -0.2671
C -9.3399 5.1285 13.0192 1.0 -1.1 1.5 -0.2077
C -9.7633 5.6218 14.4346 -1.4 -1.4 -0.8 -0.2554
C -11.2731 5.7402 14.5822 -1.0 -0.1 0.5 -0.1145
H -6.3156 -1.2199 12.9799 -0.4 -0.5 0.0 0.0980
H -6.6325 -2.7314 12.1499 0.1 -0.3 -0.7 0.0765
H -7.7662 -2.2046 13.2754 -0.9 -0.6 2.0 0.0588
H -8.9018 -1.5103 11.3590 0.0 -0.2 0.3 0.1247
H -7.5383 -0.7647 10.6874 0.8 -0.4 -0.6 0.0994
H -7.3879 0.9331 12.3373 0.4 -0.3 0.2 0.1055
H -8.5970 0.1008 13.2712 -0.6 0.6 0.2 0.1230
H -10.2852 0.8805 11.6257 0.0 -0.1 -0.2 0.1235
H -9.1287 0.7446 10.3716 0.2 -0.7 -2.3 0.0665
H -11.4175 3.2401 10.9899 0.3 0.8 -0.7 0.1122
H -10.7703 2.5057 9.5883 0.2 0.4 0.1 0.1060
H -9.9080 4.8234 8.6681 1.7 0.1 -0.5 0.0807
H -10.7491 5.4476 10.1176 -0.1 0.9 -0.6 0.0969
H -11.8723 3.6782 7.8017 0.1 0.2 0.2 0.1200
H -11.8626 5.4558 7.8307 -0.5 -0.5 0.0 0.1242
H -13.2135 5.4181 9.8904 -0.4 -0.3 -0.3 0.1000
H -13.3747 3.6496 9.8225 0.1 0.4 -0.4 0.0879
H -14.0175 4.6180 8.5110 -1.1 0.2 -0.4 0.0720
H -6.9387 3.4232 11.6293 -0.4 -0.5 -0.2 0.1207
H -7.7308 4.6574 10.8539 -0.4 -0.4 -0.6 0.1102
H -7.8059 3.3092 8.7015 0.1 -0.1 0.1 0.1061
H -6.8572 1.9464 9.2998 -0.4 1.4 1.0 0.1450
H -5.0407 3.3288 9.8159 -0.4 1.1 -0.2 0.1254
H -5.9561 4.8515 9.4563 0.2 0.6 0.2 0.0950
H -4.3681 3.0271 7.6148 -0.4 0.7 0.1 0.0770
H -4.8311 4.7947 7.4848 0.3 -0.1 -0.3 0.0653
H -5.9461 3.4976 7.0286 -0.7 -0.1 -1.1 0.0409
H -8.7244 3.0876 13.5636 0.7 0.1 0.0 0.0936
H -10.3605 3.1962 13.4543 0.0 0.3 -1.0 0.1144
H -9.9055 5.5999 12.2128 0.3 0.3 0.1 0.0960
H -8.2576 5.3696 13.0649 -0.5 0.0 -1.1 0.1128
H -9.3513 6.5853 14.6006 0.5 0.9 0.1 0.0980
H -9.3744 4.9497 15.1992 0.3 0.0 0.0 0.1135
H -11.9030 4.7969 14.5920 1.0 0.9 -0.5 0.0913
H -11.6304 6.4657 13.8427 -0.3 -0.4 -0.1 0.0757
H -11.5383 6.1933 15.5390 0.2 0.0 0.1 0.0743
C -6.5367 -0.5872 -6.3178 -0.8 0.4 0.4 -0.0953
C -5.0214 -0.4466 -6.1643 -0.6 1.0 1.3 -0.2598
C -4.5889 -0.8945 -4.7713 1.0 0.5 0.1 -0.2804
C -5.2127 0.0488 -3.7374 -0.3 1.0 0.2 -0.2709
P -4.1525 0.3790 -2.2943 -1.3 0.6 0.4 1.0133
C -3.9966 -1.0414 -1.1817 -0.2 1.4 1.6 -0.2638
C -3.2264 -2.2312 -1.7363 -1.9 0.9 -0.7 -0.2725
C -3.0948 -3.2836 -0.7022 -0.7 -1.1 0.3 -0.2808
C -2.2832 -4.4453 -1.2050 1.4 -1.1 -0.2 -0.1091
C -2.5160 1.0280 -2.5952 -1.0 1.7 1.2 -0.2561
C -2.4339 2.4333 -3.2673 -1.0 -1.2 -0.2 -0.2023
C -2.2167 2.2732 -4.7786 -0.3 0.6 0.2 -0.2586
C -1.9731 3.6017 -5.4710 -2.0 0.4 0.0 -0.1002
C -5.0117 1.6818 -1.3225 0.7 -0.9 1.1 -0.2392
C -4.0805 2.3101 -0.2601 -0.7 -1.5 0.1 -0.2727
C -4.9097 3.1155 0.6959 1.7 0.7 0.4 -0.2559
C -5.3319 4.4010 0.0207 -1.1 0.7 0.4 -0.0969
H -7.0856 0.1929 -5.7193 0.5 -0.6 -0.7 0.0885
H -7.0120 -1.5459 -6.0476 0.8 0.1 0.3 0.0870
H -6.8143 -0.5044 -7.3541 -0.2 0.5 -0.5 0.0701
H -4.7249 0.6250 -6.3496 -0.2 -1.0 0.2 0.1199
H -4.4814 -1.0499 -6.8207 0.6 -0.9 -1.6 0.0721
H -3.4658 -0.9607 -4.6459 -1.0 0.4 -0.3 0.1192
H -4.8920 -1.9274 -4.6299 -0.4 -0.1 0.2 0.0929
H -6.2050 -0.2930 -3.3816 0.6 0.0 0.0 0.1154
H -5.4513 1.0823 -4.1741 0.6 -1.3 0.4 0.1238
H -5.0333 -1.3144 -0.8654 0.7 0.1 -0.3 0.1209
H -3.5214 -0.5501 -0.2493 -0.4 -1.0 -1.3 0.1157
H -2.3016 -1.8962 -2.1614 0.7 -0.1 -0.2 0.0802
H -3.9250 -2.5734 -2.5231 0.7 -0.3 -0.2 0.1098
H -4.1233 -3.6227 -0.4470 0.6 0.2 0.2 0.1335
H -2.6218 -2.8723 0.1510 0.3 0.5 1.1 0.1008
H -1.9325 -5.2233 -0.4125 -1.0 1.3 -1.3 0.1057
H -1.3437 -4.0223 -1.6643 -0.8 -0.6 0.3 0.0733
H -2.8909 -4.9070 -2.0141 0.7 -0.3 0.5 0.0643
H -1.9031 0.2983 -3.0251 1.1 -1.1 -0.8 0.0686
H -2.1917 1.1279 -1.5428 0.1 -0.2 -0.4 0.0636
H -1.7069 2.9825 -2.6883 0.7 0.3 -0.4 0.1076
H -3.3766 2.9882 -3.1231 0.2 -0.2 0.0 0.1068
H -3.1234 1.7842 -5.1946 0.6 0.2 0.1 0.0993
H -1.3636 1.6573 -4.9834 0.4 -0.8 0.1 0.1005
H -1.9867 3.5312 -6.5534 0.2 -0.2 -0.2 0.0746
H -1.0621 4.0614 -5.1541 0.6 0.4 0.3 0.0568
H -2.8412 4.2617 -5.2260 0.8 -0.1 -0.1 0.0915
H -5.8192 1.1909 -0.7380 0.2 0.2 -0.7 0.1146
H -5.4025 2.4999 -1.9053 -0.3 -0.1 -0.6 0.0893
H -3.3989 2.9488 -0.7265 1.3 1.0 -0.8 0.0774
H -3.4935 1.5623 0.2793 -0.1 -0.2 0.0 0.1080
H -4.2731 3.2579 1.5925 -0.6 0.3 -0.3 0.1258
H -5.7281 2.4993 0.9630 -1.1 -0.3 0.6 0.0948
H -4.5649 4.8800 -0.6038 -0.2 -0.3 0.2 0.0895
H -5.7514 5.1517 0.6854 0.6 0.2 0.6 0.0760
H -6.2532 4.2429 -0.5262 0.1 -0.3 -0.9 0.0721
C 1.7820 -2.9389 -0.7330 -3.3 -0.5 0.5 -0.6385
F 2.8642 -2.7650 -0.0158 1.1 -0.2 -0.4 0.1532
F 1.7073 -4.1363 -1.3582 1.1 0.5 0.1 0.1070
F 0.7625 -3.0103 0.1820 0.3 0.3 -0.5 0.0769
S 1.4383 -1.5705 -1.9592 -2.0 -0.2 1.8 0.5239
O 2.4918 -1.8298 -2.8477 2.4 0.6 -1.3 -0.2672
O 0.1126 -1.6860 -2.4900 -0.4 -0.7 0.0 -0.2883
N 1.5521 -0.2854 -1.0633 0.1 -0.6 -0.3 -0.2962
S 0.3182 0.3409 -0.2477 0.8 -1.2 -1.3 0.5954
O 0.3401 1.7330 -0.5536 -0.6 0.5 0.7 -0.2615
O -0.9201 -0.3810 -0.1867 0.0 0.2 -0.2 -0.2713
C 1.0346 0.1106 1.3861 -2.1 -0.9 2.7 -0.6631
F 2.3031 0.3377 1.3752 1.6 0.7 0.3 0.1522
F 0.3671 0.9747 2.1873 0.6 0.1 -0.2 0.1162
F 0.8588 -1.1109 2.0131 0.1 1.1 -1.4 0.1046
```
Positions in Å, forces in eV/Å.

The calculation puts the energy above the lowest of the compared OMol25 structures with the same formula, charge and spin at 0.0 kcal/mol. Its orbital gap is 10.71 eV. As for the total charge: +5. For the LUMO energy, the calculation gives -0.2284 Eh. For the total energy, the calculation gives -7661.47676 a.u.